171
Properties=species:S:1:pos:R:3 method="wB97M-V/def2-TZVPD" multiplicity=1 total_energy_ha=-7933.5587 total_charge=+1 homo_lumo_gap_ev=6.2
C 3.1536 0.0879 0.8888
C 2.0457 0.6192 0.9045
C 0.7157 1.4893 1.0222
S 0.1272 1.4470 -0.7201
O 0.5529 2.5805 -1.5890
O -1.3495 1.5040 -0.9073
C 0.8507 0.0238 -1.7539
F 2.1454 0.3140 -2.1948
F 0.0521 0.0549 -2.9545
F 0.7202 -1.2472 -1.1860
C -0.1656 0.6505 2.1028
Cl 0.8922 -0.3740 3.2391
I -1.4297 -0.9332 1.3078
N -1.0728 1.5411 2.9144
C -1.4692 2.6056 2.0364
N -2.6837 2.7388 1.5248
C -3.8352 1.8952 1.9424
S -4.6176 0.6727 0.8506
O -4.0067 0.3357 -0.4367
O -6.0366 1.0722 0.6093
P -3.0795 4.0548 0.3149
C -3.9665 3.4253 -1.1868
C -4.3556 5.2526 1.1016
C -5.8736 4.8419 0.8297
N -0.3771 3.5833 1.7604
C -0.5532 4.6129 2.7511
F 0.4060 5.6374 2.7358
F -1.7321 5.3893 2.5953
F -0.7199 4.1533 4.0912
C 0.9684 2.9307 1.7141
C 1.7599 2.8594 3.1090
C 3.3005 2.4424 3.1064
C 4.2230 3.4781 3.9553
O 3.5750 1.1618 3.7715
P 2.0864 4.0986 0.6463
N 1.1210 5.1029 -0.1162
O 3.1381 3.2647 -0.3531
O 3.0381 5.1429 1.5916
H 4.1582 -0.4204 0.9571
H -1.8110 1.0125 3.3743
H -3.7323 1.4188 2.9829
H -4.6614 2.6727 2.1446
H -4.7192 -0.5261 1.5778
H -4.2630 4.3568 -1.7978
H -3.3847 2.7624 -1.8891
H -4.9643 2.8998 -0.9775
H -4.1628 5.1674 2.2277
H -4.1199 6.3299 0.8254
H -6.4740 5.1927 1.7422
H -6.3237 5.4106 -0.0522
H -6.0504 3.7283 0.7548
H 1.8286 3.8859 3.6172
H 1.2086 2.2421 3.9025
H 3.7940 2.3584 2.0952
H 5.0652 2.9069 4.4735
H 3.6214 3.9927 4.7652
H 4.7550 4.2120 3.2607
H 3.0704 1.2456 4.6144
H 1.3054 5.0078 -1.1321
H 4.0571 3.2919 0.0084
H 3.9818 5.0300 1.3466
C -5.1251 5.7016 -5.4228
C -6.5112 6.0996 -5.0159
O -6.4814 5.9459 -3.5998
C -5.1848 6.0466 -3.2121
O -4.8261 6.1295 -2.0693
O -4.3462 6.0419 -4.2785
H -4.7780 6.2416 -6.3038
H -5.0341 4.6284 -5.6058
H -6.7354 7.1428 -5.2538
H -7.2755 5.4634 -5.4617
C 7.5166 3.5699 -1.9613
C 8.4280 2.3949 -1.7837
O 8.1830 1.9948 -0.4433
C 6.9471 2.4371 -0.1133
O 6.3592 2.1270 0.8898
O 6.4524 3.2752 -1.0590
H 7.1483 3.6647 -2.9828
H 7.9829 4.5125 -1.6645
H 8.1788 1.5651 -2.4485
H 9.4759 2.6586 -1.9245
C -5.7066 -2.6407 4.4183
C -5.0645 -3.9416 4.7915
O -3.7536 -3.8201 4.2397
C -3.4861 -2.4981 4.1250
O -2.4061 -2.0495 3.8498
O -4.5913 -1.7443 4.3580
H -6.4350 -2.3094 5.1559
H -6.1841 -2.6766 3.4401
H -4.9815 -4.0741 5.8734
H -5.5870 -4.7989 4.3696
C -8.1186 -4.4580 0.7278
C -9.5282 -4.0821 1.0776
O -9.5448 -4.1944 2.4963
C -8.2667 -4.0526 2.9258
O -7.9494 -3.9288 4.0738
O -7.3890 -4.0666 1.8865
H -7.7542 -3.9346 -0.1568
H -7.9948 -5.5329 0.5801
H -9.7682 -3.0515 0.8018
H -10.2624 -4.7493 0.6261
C -3.9684 -8.0511 3.2123
C -3.7411 -7.4847 1.8419
O -5.0655 -7.2748 1.3607
C -5.8739 -7.1526 2.4472
O -7.0167 -6.8037 2.4014
O -5.2156 -7.4760 3.5917
H -3.1824 -7.7732 3.9145
H -4.0691 -9.1394 3.2048
H -3.2176 -6.5249 1.8668
H -3.1948 -8.1689 1.1926
C 1.9797 -3.6277 1.4768
C 3.2890 -3.1915 2.0675
O 3.5105 -4.1472 3.0944
C 2.8040 -5.2667 2.7629
O 2.9007 -6.3123 3.3224
O 1.9745 -5.0298 1.7077
H 1.9099 -3.4101 0.4101
H 1.1208 -3.1820 1.9875
H 4.1123 -3.2472 1.3481
H 3.2456 -2.1820 2.4789
C -0.1243 -3.3786 -3.8735
C 0.8403 -2.8224 -4.8749
O 1.0600 -3.9233 -5.7510
C -0.0207 -4.7439 -5.6470
O -0.2336 -5.6719 -6.3645
O -0.8263 -4.3689 -4.6160
H -0.8062 -2.6229 -3.4826
H 0.3832 -3.8654 -3.0351
H 0.4161 -1.9912 -5.4447
H 1.7749 -2.4978 -4.4164
C 9.8509 3.5491 3.8441
C 8.3507 3.5204 3.8155
O 8.0362 4.3892 2.7344
C 9.1214 4.4194 1.9132
O 9.1308 4.9196 0.8281
O 10.1903 3.8055 2.4861
H 10.2804 2.6053 4.1804
H 10.2430 4.3588 4.4652
H 7.9543 2.5248 3.5956
H 7.9085 3.8801 4.7450
C -2.8483 2.2989 -7.6391
C -2.6601 2.9040 -8.9997
O -3.9938 3.1651 -9.4203
C -4.7555 3.2735 -8.2997
O -5.8867 3.6538 -8.2867
O -4.0614 2.8935 -7.1908
H -2.0271 2.5324 -6.9609
H -2.9798 1.2141 -7.6770
H -2.1091 3.8480 -8.9657
H -2.1595 2.2270 -9.6920
C 1.3202 -7.3493 -3.3709
C -0.1146 -7.6943 -3.6403
O -0.4436 -8.5657 -2.5644
C 0.4151 -8.2884 -1.5458
O 0.3089 -8.7201 -0.4390
O 1.4110 -7.4512 -1.9540
H 1.5785 -6.3437 -3.7058
H 2.0148 -8.0624 -3.8226
H -0.7706 -6.8206 -3.5996
H -0.2498 -8.1935 -4.5995
C 10.4292 -1.7374 0.8615
C 8.9292 -1.7682 0.8344
O 8.6104 -0.8961 -0.2435
C 9.6989 -0.8626 -1.0670
O 9.7122 -0.3597 -2.1528
O 10.7675 -1.4769 -0.4953
H 10.8602 -2.6816 1.1946
H 10.8207 -0.9288 1.4849
H 8.5350 -2.7639 0.6123
H 8.4874 -1.4121 1.7656

21
Properties=species:S:1:pos:R:3 method="wB97M-V/def2-TZVPD" multiplicity=1 total_energy_ha=-569.8831 total_charge=+1 homo_lumo_gap_ev=9.1
C -3.2541 -0.1119 -0.4832
C -2.0262 -0.4536 -1.1460
C -2.8542 0.3235 0.7618
C -1.0744 -0.2245 -0.2113
C 2.0546 1.3250 -0.5410
C 0.9334 -1.6506 -0.7979
C 2.1622 0.9226 0.9182
C 0.4211 -0.2925 -0.2646
N 1.1965 0.7222 -1.2025
N 1.0685 -0.0752 1.0359
O 1.3976 -2.3977 0.0533
O -1.5286 0.3159 0.9340
H -4.1969 0.1197 -1.0572
H -1.8401 -1.0260 -2.1073
H -3.2502 0.7752 1.5867
H 2.7538 2.0261 -0.9480
H 0.9982 -1.7539 -1.8638
H 3.1235 0.5228 1.1585
H 2.1806 1.9373 1.3313
H 1.5394 -0.9943 1.2138
H 0.1953 -0.0103 1.6293

17
Properties=species:S:1:pos:R:3 method="wB97M-V/def2-TZVPD" multiplicity=1 total_energy_ha=-346.9693 total_charge=0 homo_lumo_gap_ev=10.5
O 2.3131 0.2802 0.8944
C 1.6022 -0.5544 -0.0027
C 0.1263 -0.4203 0.3418
C -0.3275 1.0382 0.3441
C -1.7830 0.9297 -0.0794
O -1.7900 -0.1009 -1.0580
C -0.8323 -1.0749 -0.6868
H 3.2360 0.3119 0.6187
H 1.7543 -0.2375 -1.0489
H 1.9419 -1.6012 0.0809
H -0.0320 -0.8617 1.3334
H -0.1895 1.5373 1.3044
H 0.2258 1.6045 -0.4139
H -2.1757 1.8426 -0.5386
H -2.4316 0.6640 0.7727
H -0.3088 -1.3949 -1.5988
H -1.3293 -1.9625 -0.2635

26
Properties=species:S:1:pos:R:3 method="wB97M-V/def2-TZVPD" multiplicity=1 total_energy_ha=-1153.6619 total_charge=0 homo_lumo_gap_ev=9.0
C -1.8460 -0.7942 2.8343
C 0.6724 1.9099 -2.5849
C -2.3554 -0.5356 1.5339
C -0.6207 -0.2724 2.8246
C 0.5456 2.2434 -1.1938
C 0.8793 0.5688 -2.5843
C 0.8190 -1.2688 -0.9471
C 0.8621 0.8796 1.2940
N -1.5443 0.1144 0.7792
N -0.4041 0.3726 1.6508
N 0.6251 1.1429 -0.4897
N 0.8304 0.1393 -1.3423
O -2.1829 -1.2197 -1.8450
O 1.8407 0.2274 1.5503
O -2.3400 1.1925 -2.1410
S -2.7464 0.0383 -1.4182
H -2.3722 -1.3149 3.5586
H 0.6233 2.7100 -3.4592
H -3.2516 -0.8968 1.0825
H 0.0614 -0.0801 3.6337
H 0.4419 3.1948 -0.6903
H 1.0336 -0.1460 -3.4638
H 1.4603 -1.8106 -1.6568
H 1.2721 -1.4457 -0.0341
H -0.1715 -1.5574 -0.9725
H 1.0839 2.0679 1.4317